(1)
C4H7N3 | the ωB97M-V functional and the def2-TZVPD basis

Relative energy (zero: lowest compared OMol25 entry of this formula, charge and spin), kcal per mole: 13.2
HOMO level, eV: -7.80
SMILES: CNc1cc[nH]n1
Maximum force, hartree/bohr: 0.0058
Multiplicity: 1
LUMO, eV: 1.112
Orbital gap, eV: 8.91

Atoms and positions in Å:
C 2.2825 0.0549 0.2271
N 1.1575 0.7203 -0.4002
C -0.1641 0.3450 -0.2265
N -1.0450 0.6784 -1.1657
N -2.1987 0.1031 -0.7640
C -2.0765 -0.5580 0.4006
C -0.7731 -0.4029 0.8180
H 1.9934 -0.8818 0.7186
H 3.0393 -0.1969 -0.5262
H 2.7659 0.6978 0.9738
H 1.3163 1.0250 -1.3481
H -3.0474 0.2975 -1.2685
H -2.8881 -1.1482 0.8006
H -0.3620 -0.7343 1.7604

Forces on atoms 1 to 3 (eV/Å):
0.09 -0.07 0.11
-0.12 0.17 -0.11
0.04 -0.03 -0.11

The net atomic charges from Mulliken, expressed in e, are: -0.8124 -0.2144 0.5323 -0.8815 0.2867 -0.6789 -0.3252 0.2843 0.2933 0.2416 0.2914 0.2197 0.4083 0.3549

***

(2)
C4H11NO3 | the ωB97M-V functional and the def2-TZVPD basis

Relative energy (zero: lowest compared OMol25 entry of this formula, charge and spin), kcal per mole: 29.0
HOMO level, eV: -8.93
SMILES: C[C@@H](N)CC(=O)O.O
Maximum force, hartree/bohr: 0.0713
Multiplicity: 1
LUMO, eV: 0.612
Orbital gap, eV: 9.54

Atoms and positions in Å:
C 0.8672 -0.2881 2.1868
C 1.1424 -0.0504 0.6697
C -0.1639 0.0538 -0.1772
C 0.1078 1.0217 -1.3560
O -0.0168 2.3114 -1.1111
O 0.2798 0.4904 -2.4354
N 2.0635 -0.9990 0.1022
H 0.9321 -1.3268 2.5103
H 1.5124 0.3474 2.7580
H -0.1450 0.0688 2.4187
H 1.6108 0.9410 0.7022
H -1.0394 0.4091 0.3677
H -0.3549 -0.8821 -0.6928
H 0.4393 2.8227 -1.8041
H 2.1271 -1.8370 0.6584
H 2.0885 -1.1975 -0.8828
H -4.0420 0.0925 -1.3397
H -3.6789 -1.2724 -1.6823
O -3.7299 -0.7054 -0.8924

Forces on atoms 1 to 3 (eV/Å):
-0.81 0.00 -0.90
-0.84 0.42 0.42
0.74 1.37 -0.49

The net atomic charges from Mulliken, expressed in e, are: -1.2726 0.5118 -0.5956 0.4251 -0.4246 -0.5617 -0.5665 0.3668 0.3172 0.3091 0.1927 0.3195 0.2224 0.3464 0.1815 0.2320 0.3112 0.3166 -0.6315

***

(3)
C18H25F2OS | the ωB97M-V functional and the def2-TZVPD basis

HOMO level, eV: -10.74
Net charge: +1
Maximum force, hartree/bohr: 0.0060
Multiplicity: 1
LUMO, eV: -4.513
Orbital gap, eV: 6.22

Atoms and positions in Å:
C 3.8034 -2.6852 1.2529
C 3.9877 -1.2577 0.6925
C 5.4323 -0.9813 0.2722
C 3.3804 -0.1721 1.6015
C 1.8472 -0.2474 1.6022
C 3.7884 -0.2001 3.0680
O 5.2311 -0.5227 3.2691
S 5.7123 -1.6965 4.1699
H 4.7383 -3.2510 1.1983
H 3.4425 -2.6940 2.2862
H 3.0771 -3.2597 0.6825
H 3.3969 -1.2033 -0.2239
H 6.1535 -1.2096 1.0571
H 5.5656 0.0634 -0.0079
H 5.6892 -1.5900 -0.5946
H 3.6759 0.7999 1.2014
H 1.4132 0.3826 2.3807
H 1.5093 -1.2714 1.7589
H 1.4651 0.1154 0.6498
H 3.6811 0.7803 3.5237
H 3.1964 -0.9159 3.6444
H 4.7240 -1.8129 5.0922
H 5.2893 -2.8006 3.4968
F -1.0011 -1.0552 1.8224
C -1.6803 -1.2843 0.6672
C -1.9126 -0.2217 -0.1803
C -2.5924 -0.4628 -1.3668
C -3.0239 -1.7460 -1.6751
C -2.7779 -2.7931 -0.7980
C -2.0966 -2.5692 0.3909
H -1.5728 0.7697 0.0884
H -2.7830 0.3542 -2.0484
H -3.5559 -1.9282 -2.5989
H -3.1197 -3.7918 -1.0350
H -1.8946 -3.3673 1.0922
F -2.9950 2.1280 -3.4184
C -4.0982 2.8943 -3.2265
C -5.1884 2.6966 -4.0474
C -6.3141 3.4814 -3.8405
C -6.3308 4.4366 -2.8335
C -5.2158 4.6104 -2.0258
C -4.0815 3.8335 -2.2170
H -5.1486 1.9488 -4.8273
H -7.1817 3.3437 -4.4718
H -7.2111 5.0454 -2.6797
H -5.2246 5.3564 -1.2423
H -3.1996 3.9502 -1.6022

Forces on atoms 1 to 3 (eV/Å):
0.13 0.01 -0.09
-0.08 -0.11 0.04
-0.05 0.00 0.01

The net atomic charges from Mulliken, expressed in e, are: -1.6906 0.7293 -1.6150 0.4271 -1.7697 -1.0343 -0.2163 0.2257 0.4221 0.4321 0.2522 0.5350 0.2804 0.3895 0.4388 0.4538 0.4633 0.3426 0.4745 0.3929 0.5070 0.2869 0.2693 -0.3446 0.4210 -0.4471 -0.0634 -0.6937 -0.2775 -0.6469 0.4652 0.3863 0.4072 0.3748 0.4295 -0.3588 0.5002 -0.5434 -0.2558 -0.5749 -0.2361 -0.4572 0.4189 0.3583 0.3805 0.3539 0.4071

***

(4)
C5H8NS | the ωB97M-V functional and the def2-TZVPD basis

Relative energy (zero: lowest compared OMol25 entry of this formula, charge and spin), kcal per mole: 54.7
HOMO level, eV: -14.25
Net charge: +1
Maximum force, hartree/bohr: 0.0828
Multiplicity: 1
LUMO, eV: -4.988
Orbital gap, eV: 9.26

Atoms and positions in Å:
C -0.3734 -0.4626 -2.4383
C -0.7937 -0.6066 -1.1074
C 0.9885 -0.2814 -2.4700
C 0.2259 0.9119 2.0834
C -0.3841 -0.3284 1.8224
N 0.1757 -0.4566 -0.2525
S 1.6153 -0.2216 -0.9426
H -0.9857 -0.4135 -3.3634
H -1.7598 -0.7201 -0.6735
H 1.6450 0.0670 -3.1665
H 0.0561 0.9800 3.1814
H -0.1512 1.7133 1.5141
H 1.3155 1.0824 1.9618
H -1.4448 -0.0419 1.5168
H -0.1292 -1.2221 2.3342

Forces on atoms 1 to 3 (eV/Å):
-0.30 0.01 -1.49
-0.07 0.38 -0.63
-1.67 0.05 1.47

The net atomic charges from Mulliken, expressed in e, are: -0.6836 0.0583 -0.1706 -1.0046 0.0821 -0.2007 0.1089 0.3222 0.3853 0.4712 0.3444 0.3626 0.3327 0.2448 0.3469